Entry 1:
{
  "formula": "C26H26BrN4",
  "method": "ωB97M-V with the def2-TZVPD basis set",
  "symbols": ["C", "N", "C", "C", "C", "C", "C", "N", "C", "C", "C", "C", "C", "C", "C", "C", "C", "C", "C", "C", "C", "H", "H", "H", "H", "H", "H", "H", "H", "H", "H", "H", "H", "H", "H", "H", "H", "H", "C", "N", "C", "C", "C", "Br", "C", "N", "C", "C", "H", "H", "H", "H", "H", "H", "H", "H", "H"],
  "positions_angstrom": [[4.994669, 0.876721, 1.824308], [3.616000, 0.520390, 2.092876], [2.525654, 1.310654, 1.844688], [1.392176, 0.660177, 2.271414], [0.037203, 1.000686, 1.631395], [-1.045493, -0.058365, 1.806847], [-0.988012, -1.324409, 1.193899], [-2.182829, -1.964847, 1.354301], [-2.420151, -3.334550, 0.965044], [-3.067153, -1.129284, 2.027181], [-2.401995, 0.100085, 2.327489], [-3.051196, 1.050895, 3.122112], [-4.327159, 0.696176, 3.624570], [-4.942482, -0.538237, 3.336932], [-4.317304, -1.447271, 2.485175], [1.792312, -0.622320, 2.836010], [3.205609, -0.702116, 2.675482], [3.909681, -1.873460, 2.937144], [3.211629, -2.983156, 3.364610], [1.834195, -2.933351, 3.535428], [1.084846, -1.758812, 3.309252], [5.626316, 0.036011, 2.102955], [5.142203, 1.107540, 0.759033], [5.303229, 1.772880, 2.393653], [2.584043, 2.294446, 1.374869], [0.248997, 1.195039, 0.415780], [-0.159849, -1.808408, 0.673995], [-3.445694, -3.565422, 1.202182], [-2.262042, -3.481286, -0.109040], [-1.780104, -4.022390, 1.536256], [-2.558795, 2.013084, 3.316121], [-4.848521, 1.442428, 4.241931], [-5.906027, -0.771494, 3.803458], [-4.788303, -2.396195, 2.197556], [4.989487, -1.870055, 2.754993], [3.727618, -3.908451, 3.560167], [1.264169, -3.800552, 3.847193], [0.007074, -1.638407, 3.499386], [-0.982537, 7.256887, 0.639518], [-1.023205, 6.472582, 1.904835], [-1.878816, 7.183426, 2.908323], [-0.859081, 5.105294, 1.787831], [-0.381333, 4.291986, 2.896531], [0.107748, 5.131358, 4.568883], [-0.095361, 2.990952, 2.649720], [-0.315788, 2.496064, 1.426979], [-0.753434, 3.212002, 0.321320], [-1.015994, 4.580698, 0.455060], [-0.413200, 6.712800, -0.102831], [-1.987128, 7.460741, 0.257846], [-0.484008, 8.213761, 0.825991], [-2.232273, 6.468046, 3.665619], [-1.260315, 7.981225, 3.348901], [-2.723839, 7.646946, 2.369041], [0.283147, 2.327840, 3.393896], [-0.869152, 2.748895, -0.675556], [-1.321670, 5.191915, -0.420499]],
  "atomic_forces_ev_per_a": [[0.20, 0.57, -0.12], [0.12, -0.44, 0.39], [0.18, -0.81, 0.63], [-0.87, 0.72, -0.73], [0.99, -0.76, -6.61], [-0.71, 0.44, -1.19], [-0.29, 1.57, 0.61], [0.40, 0.65, -0.10], [0.16, -0.27, 0.06], [1.32, 0.11, -0.09], [0.83, -1.04, -0.20], [-0.97, -0.50, 0.02], [0.77, 0.98, -0.09], [0.15, 0.17, -0.14], [-1.25, -0.23, 0.58], [-0.08, -0.20, -0.38], [-1.13, 1.17, -0.54], [0.82, 0.52, -0.18], [0.22, 0.15, -0.17], [-1.85, 1.10, 0.10], [0.96, 0.17, 0.13], [0.05, 0.18, -0.07], [-0.06, -0.22, 0.26], [-0.16, -0.49, -0.09], [0.29, -0.47, 0.05], [0.18, -3.21, 2.15], [-0.32, 0.23, 0.22], [-0.25, -0.23, -0.08], [0.00, 0.06, 0.22], [-0.12, 0.20, -0.21], [-0.49, -0.41, 0.19], [0.20, -0.54, -0.23], [0.38, 0.11, -0.37], [0.13, 0.48, 0.36], [-0.40, -0.35, 0.23], [0.14, -0.09, -0.01], [0.30, -0.11, 0.12], [0.76, -0.59, -0.07], [0.14, -0.08, 0.72], [-0.56, 0.13, -0.78], [0.82, -0.51, -0.09], [-0.01, 1.79, -0.06], [-0.30, 1.88, -0.47], [-0.35, -0.68, -0.98], [-1.21, 2.62, 0.04], [-0.50, -0.62, 2.52], [0.22, 0.56, 0.78], [0.59, -2.28, 1.03], [0.21, 0.39, -0.02], [0.01, -0.08, -0.02], [-0.13, -0.18, 0.11], [0.11, 0.52, -0.26], [-0.42, -0.32, 0.10], [0.26, -0.35, 0.30], [0.22, -0.20, 0.34], [0.20, -0.31, 1.02], [0.14, -0.92, 1.03]],
  "lowdin_charge": [-0.013, -0.092, -0.017, -0.139, -0.131, -0.118, -0.020, -0.094, -0.004, -0.176, -0.117, -0.024, -0.083, -0.078, -0.018, -0.105, -0.143, -0.015, -0.086, -0.077, -0.019, 0.078, 0.098, 0.102, 0.146, 0.182, 0.152, 0.072, 0.102, 0.103, 0.096, 0.105, 0.110, 0.113, 0.110, 0.107, 0.102, 0.113, -0.054, -0.177, -0.057, -0.205, -0.505, 0.820, -0.135, -0.017, 0.034, 0.031, 0.071, 0.101, 0.105, 0.066, 0.095, 0.094, 0.132, 0.153, 0.125],
  "molar_mass_g_mol": 474.43,
  "orbital_gap_ev": 6.83,
  "charge": 1
}

***

Entry 2:
{
  "formula": "C26H26IrN5O2Se2",
  "method": "ωB97M-V with the def2-TZVPD basis set",
  "symbols": ["Ir", "C", "C", "O", "C", "C", "C", "N", "N", "C", "O", "C", "C", "C", "C", "C", "C", "H", "H", "H", "H", "H", "H", "H", "H", "H", "H", "H", "H", "Se", "N", "C", "C", "C", "C", "N", "C", "N", "H", "H", "H", "C", "C", "C", "C", "C", "C", "Se", "C", "C", "C", "H", "H", "H", "H", "H", "H", "H", "H", "H", "H", "H"],
  "positions_angstrom": [[-0.926343, -0.373064, 1.094009], [-4.524055, 1.827154, 0.501643], [-3.113837, 1.334746, 0.322237], [-2.752251, 0.440075, 1.171939], [-2.318325, 1.880439, -0.671799], [-0.963155, 1.614057, -0.960660], [-0.270471, 2.412231, -2.027055], [-0.258524, 0.700151, -0.327098], [1.066451, 0.477889, -0.710133], [1.606725, -0.419572, 0.063345], [0.986807, -1.001655, 1.047127], [3.001448, -0.851650, -0.204043], [3.502482, -1.965344, 0.460413], [4.792272, -2.405367, 0.202855], [5.586655, -1.734993, -0.715856], [5.087644, -0.620894, -1.379646], [3.799032, -0.180086, -1.126852], [-5.109572, 1.074359, 1.024444], [-4.989207, 2.052110, -0.456807], [-4.525011, 2.739629, 1.101264], [-2.781958, 2.636497, -1.289455], [-0.977644, 3.072390, -2.522692], [0.192228, 1.745724, -2.753686], [0.534331, 3.004934, -1.591157], [2.865624, -2.488568, 1.160757], [5.175773, -3.277726, 0.717251], [6.593342, -2.079156, -0.917268], [5.705946, -0.096803, -2.097240], [3.394383, 0.680780, -1.641477], [1.090132, 2.636885, 4.156319], [0.532854, 2.166016, 5.765158], [-0.277816, 1.139174, 5.588665], [-0.979305, 0.440762, 6.624843], [-1.777012, -0.583921, 6.254970], [-1.883008, -0.957525, 4.863288], [-1.264333, -0.367365, 3.894079], [-0.468706, 0.707590, 4.230679], [0.168772, 1.400998, 3.307358], [-0.859274, 0.745906, 7.655324], [-2.335321, -1.144904, 6.991437], [-2.508545, -1.799700, 4.584659], [3.502803, -5.600969, -0.987612], [2.247228, -4.832891, -0.675315], [1.642522, -4.030985, -1.632085], [0.480255, -3.316012, -1.360227], [-0.109902, -2.437892, -2.430480], [-0.085291, -3.415147, -0.081861], [-1.699002, -2.446336, 0.294729], [0.518499, -4.197116, 0.908486], [-0.012200, -4.256625, 2.314434], [1.671868, -4.903845, 0.585515], [3.952787, -5.257637, -1.918417], [3.293313, -6.668310, -1.087280], [4.239645, -5.487021, -0.190988], [2.096187, -3.942726, -2.613408], [0.519901, -2.449176, -3.319600], [-0.198459, -1.406304, -2.086414], [-1.112025, -2.770549, -2.704978], [0.020122, -3.265163, 2.772651], [0.585204, -4.941602, 2.915892], [-1.051510, -4.584642, 2.338101], [2.145127, -5.512355, 1.350216]],
  "atomic_forces_ev_per_a": [[0.23, 0.25, 0.98], [-0.02, 0.02, -0.04], [0.02, -0.20, 0.06], [-0.15, 0.20, 0.03], [0.00, 0.05, -0.05], [0.02, 0.01, -0.11], [-0.02, -0.02, 0.01], [0.22, -0.09, -0.31], [-0.13, 0.01, 0.12], [0.03, -0.12, -0.07], [0.13, 0.22, 0.04], [-0.03, 0.03, 0.03], [0.02, 0.04, 0.04], [0.00, 0.02, 0.01], [0.01, -0.02, 0.00], [-0.01, 0.00, -0.01], [0.00, -0.01, -0.01], [0.00, -0.01, -0.01], [0.00, 0.02, 0.01], [0.00, 0.00, 0.01], [-0.01, 0.00, 0.01], [0.00, 0.00, 0.01], [0.00, 0.00, -0.01], [0.01, -0.01, 0.00], [0.03, 0.04, -0.01], [0.00, 0.01, 0.01], [0.00, 0.00, 0.00], [0.00, 0.00, 0.00], [0.00, 0.00, 0.00], [0.09, 0.18, -0.03], [-0.08, -0.09, 0.10], [0.01, 0.02, 0.17], [0.07, 0.07, -0.06], [-0.01, -0.05, -0.15], [0.04, -0.02, 0.18], [0.16, 0.14, -0.31], [-0.14, -0.20, -0.22], [-0.20, -0.32, -0.17], [0.01, 0.01, 0.00], [-0.02, -0.03, -0.04], [-0.01, -0.01, 0.04], [-0.03, -0.01, 0.01], [0.02, -0.03, -0.11], [0.03, -0.04, 0.05], [-0.02, -0.02, 0.08], [-0.02, 0.00, 0.01], [0.09, 0.06, -0.15], [-0.29, -0.02, -0.09], [0.05, -0.04, -0.04], [-0.01, 0.00, -0.02], [-0.08, -0.02, 0.07], [0.01, 0.01, 0.00], [0.00, 0.00, -0.01], [0.00, 0.00, -0.01], [0.00, 0.00, -0.01], [0.00, -0.01, -0.01], [0.00, -0.02, -0.02], [-0.01, 0.00, 0.00], [0.01, 0.00, 0.00], [0.00, 0.01, 0.01], [0.00, 0.00, 0.01], [0.00, 0.00, 0.00]],
  "lowdin_charge": [1.065, -0.019, -0.451, -0.255, -0.026, -0.309, -0.028, -0.175, 0.094, -0.457, -0.235, -0.139, -0.022, -0.080, -0.090, -0.085, -0.029, 0.082, 0.081, 0.088, 0.102, 0.075, 0.081, 0.086, 0.110, 0.100, 0.099, 0.099, 0.107, 1.160, -0.235, -0.395, 0.000, -0.038, -0.105, 0.088, -0.457, -0.244, 0.120, 0.106, 0.119, -0.049, -0.278, -0.013, -0.293, -0.077, -0.509, 0.791, -0.307, -0.082, -0.030, 0.076, 0.081, 0.068, 0.117, 0.078, 0.048, 0.073, 0.061, 0.074, 0.064, 0.119],
  "molar_mass_g_mol": 790.66,
  "orbital_gap_ev": 5.64
}

***

Results for energy relative to the best compared isomer or geometry (same formula, charge and spin): 50.2; 27.4 (in kcal per mole, following the order of the records).